[1]
The following is a DFT calculation (ωB97M-V/def2-TZVPD) of a cluster of 3 separate species, CH9NO2 in total in a non-equilibrium geometry.

Each atom is followed by the atoms it is bonded to, with distances in Å.
Geometry (Å):
1 C -0.181 -2.791 -0.717  N2 1.570, H3 1.027, H4 1.155, H5 1.059
2 N 0.679 -1.505 -0.983  C1 1.570, H6 1.028, H7 0.998
3 H -1.160 -2.870 -0.417  C1 1.027
4 H 0.307 -3.237 0.230  C1 1.155
5 H 0.041 -3.524 -1.448  C1 1.059
6 H 0.263 -0.703 -0.491  N2 1.028
7 H 0.780 -1.552 -1.975  N2 0.998
8 H 0.368 4.398 1.752  O10 0.881
9 H -0.847 3.411 1.534  O10 0.936
10 O 0.060 3.574 1.698  H8 0.881, H9 0.936
11 H 0.694 1.852 0.417  O13 0.988
12 H -0.962 1.555 0.460  O13 1.067
13 O -0.043 1.395 -0.058  H11 0.988, H12 1.067

Computed properties:
HOMO level (alpha / beta) ... 0.9 / -5.9 eV
Net charge ... -1
Gap between HOMO and LUMO (alpha / beta) ... 2.77 / 9.55 eV
E_LUMO (alpha / beta) ... 0.1357 / 0.1324 Ha
Spin multiplicity ... 2


[2]
The following is a DFT calculation (ωB97M-V/def2-TZVPD) of a cluster of 4 separate species, CH9NO3 in total in a non-equilibrium geometry.

Each atom is followed by the atoms it is bonded to, with distances in Å.
Geometry (Å):
1 C -1.684 0.659 -0.301  N2 1.320, H3 1.036, H4 1.119
2 N -2.348 -0.238 0.405  C1 1.320, H5 1.003
3 H -1.249 1.474 0.167  C1 1.036
4 H -1.778 0.708 -1.415  C1 1.119
5 H -2.275 -1.129 -0.049  N2 1.003
6 H -0.282 2.424 3.678  O8 1.026
7 H -0.895 1.309 4.210  O8 0.929
8 O -1.022 2.217 4.358  H6 1.026, H7 0.929
9 H 0.398 -1.867 -0.446  O11 1.032
10 H 1.781 -2.192 -0.213  O11 0.973
11 O 1.264 -1.945 -0.999  H9 1.032, H10 0.973
12 H 3.753 -0.733 -3.148  O14 1.007
13 H 2.422 -1.235 -3.312  O14 0.937
14 O 2.842 -0.403 -3.420  H12 1.007, H13 0.937

Computed properties:
HOMO level ... -10.0 eV
SMILES ... C=N.O.O.O
Net charge ... 0
Gap between HOMO and LUMO ... 10.34 eV
E_LUMO ... 0.0122 Ha
Spin multiplicity ... 1